This record from the Open Molecules 2025 dataset describes a single C15H20N2 molecule. The level of theory is ωB97M-V/def2-TZVPD.

XYZ file:
```
37
Properties=species:S:1:pos:R:3:forces:R:3
N -2.294627 1.199951 -0.347260 0.3 0.6 -3.4
C -2.655099 -0.006519 -0.546755 -0.5 2.2 2.3
C -1.385891 1.933840 1.700707 -0.4 0.5 1.9
C -0.405468 2.252559 2.678464 -3.6 -0.7 -1.6
C -1.197678 1.530004 0.375831 1.2 0.6 3.0
C 0.857267 2.089623 2.306884 2.4 -0.5 -1.4
C 0.147046 1.471234 0.019857 0.4 -0.1 -0.8
C 1.176349 1.780662 0.972525 -2.0 -1.1 -0.5
N -2.468929 -0.935167 0.430722 1.4 -1.0 0.3
C 1.807806 2.260425 3.420824 0.3 -0.3 0.8
C -3.112822 -2.759886 -2.139299 -1.1 -0.2 2.0
C -3.625081 -0.416301 -1.596623 0.3 1.6 -0.2
C 0.728725 1.076436 -1.385889 1.1 -0.4 3.6
C 2.509237 1.426019 0.386146 -0.2 0.8 -0.2
C -3.507904 -1.986740 0.328293 0.6 1.5 0.4
C 2.115485 0.419013 -0.715342 -0.8 1.4 -1.9
C -3.919200 -1.802311 -1.135030 1.0 -2.6 -1.9
H -2.393726 1.927743 2.046210 -0.9 0.2 0.1
H -0.607742 2.503236 3.725734 -0.5 -0.1 -0.5
H -1.994160 -0.556701 1.302125 -1.1 -1.1 -1.4
H 1.595754 1.470985 4.263503 0.6 1.7 -1.5
H 1.568098 3.309682 3.690499 0.8 -0.7 0.9
H 2.810701 2.198132 3.016758 0.5 0.0 0.6
H -3.454035 -3.830091 -2.070205 0.6 1.0 -0.1
H -3.240099 -2.365723 -3.119309 -0.4 0.0 -0.9
H -2.060044 -2.624070 -1.905610 0.2 -0.4 0.1
H -4.512860 0.292688 -1.660807 1.2 -0.8 0.3
H -3.069327 -0.337617 -2.572675 -0.8 -0.2 0.8
H 0.805355 2.045589 -1.853913 0.9 0.3 -0.6
H 0.152609 0.456176 -2.076092 0.0 -0.3 0.6
H 3.155639 1.054726 1.200273 0.1 0.0 -0.8
H 2.909289 2.365467 -0.063267 0.3 -0.7 0.3
H -3.216178 -2.999858 0.646016 0.2 0.4 -0.4
H -4.288992 -1.618304 0.989362 -0.6 -0.5 0.1
H 2.857425 0.313507 -1.537006 -0.2 -0.4 0.9
H 1.817480 -0.500704 -0.189317 0.2 0.0 -0.7
H -4.945032 -1.974002 -1.229246 -1.7 -0.7 -0.2
```
Forces are in eV/Å.

HOMO: -7.5 eV
Net charge: 0
HOMO-LUMO gap: 8.36 eV
SMILES: Cc1ccc(/N=C2/C[C@@H](C)CN2)c2c1CCC2
Energy above the lowest of the compared OMol25 structures with the same formula, charge and spin: 107.2 kJ/mol